ORCA calculation (wB97M-V/def2-TZVPD) on C6H9N in the gas phase at a distorted geometry.

Element x y z (Å)
C  0.247  -0.778  -0.591
C  -0.424  0.351  -0.595
C  0.400  -0.671  0.771
C  0.668  -1.769  -1.641
C  -1.118  1.402  -1.278
C  0.262  0.564  2.746
N  0.647  -0.547  1.942
H  1.663  -1.374  -1.764
H  0.218  -1.849  -2.657
H  0.544  -2.838  -1.323
H  -1.350  2.215  -0.603
H  -1.911  0.851  -1.816
H  -0.442  1.939  -2.064
H  0.293  1.438  2.165
H  1.004  0.679  3.608
H  -0.702  0.386  3.101

Results
- orbital gap (eV) = 8.06
- HOMO level (eV) = -7.159
- maximum force (Eh/bohr) = 0.079
- SMILES = CN=c1c(C)c1C

natural (NBO) population analysis, charges in e, atoms 1 to 6: -0.194, 0.004, 0.448, -0.682, -0.693, -0.404

ORCA calculation (wB97M-V/def2-TZVPD) on C6H9N in the gas phase.

Element x y z (Å)
C  -2.477  -1.781  1.658
C  -1.678  -0.811  0.903
C  -1.021  0.007  0.310
C  -0.197  1.042  -0.328
C  1.280  0.688  -0.345
C  1.975  0.288  -1.587
N  2.136  1.637  -1.043
H  -2.719  -2.660  1.050
H  -3.416  -1.322  1.987
H  -1.936  -2.120  2.549
H  -0.325  1.982  0.225
H  -0.532  1.236  -1.356
H  1.652  0.252  0.583
H  1.421  0.238  -2.522
H  2.807  -0.410  -1.511
H  3.031  1.732  -0.573

Results
- orbital gap (eV) = 10.43
- HOMO level (eV) = -9.386
- maximum force (Eh/bohr) = 0.010
- SMILES = CC#CC[C@H]1CN1

natural (NBO) population analysis, charges in e, atoms 1 to 6: -0.680, -0.001, -0.029, -0.475, -0.071, -0.260

ORCA calculation (wB97M-V/def2-TZVPD) on C6H9N in the gas phase.

Element x y z (Å)
C  2.329  -0.220  -0.278
C  1.146  -0.353  0.648
C  0.005  -1.053  0.288
C  -1.071  -0.128  0.195
C  -2.434  -0.348  -0.386
C  -0.559  1.097  0.562
N  0.724  0.918  0.969
H  3.172  0.343  0.133
H  2.664  -1.147  -0.740
H  1.894  0.407  -1.077
H  -0.016  -2.077  -0.073
H  -2.634  0.418  -1.146
H  -3.225  -0.277  0.367
H  -2.506  -1.327  -0.871
H  -0.867  2.082  0.267
H  1.376  1.664  1.144

Results
- orbital gap (eV) = 8.63
- HOMO level (eV) = -7.640
- maximum force (Eh/bohr) = 0.019
- SMILES = Cc1c[nH]c(C)c1

natural (NBO) population analysis, charges in e, atoms 1 to 6: -0.622, 0.080, -0.261, -0.101, -0.624, -0.076

ORCA calculation (wB97M-V/def2-TZVPD) on C6H9N in the gas phase at a distorted geometry.

Element x y z (Å)
C  1.358  1.359  -0.028
C  0.493  0.688  -0.998
N  1.749  0.016  -0.607
C  0.993  -1.074  0.062
C  -0.295  -0.286  -0.127
C  -1.260  0.027  0.972
C  -1.708  -0.686  -0.279
H  0.811  1.571  0.897
H  2.175  2.038  -0.212
H  0.237  0.968  -2.017
H  1.387  -1.280  1.061
H  1.000  -2.009  -0.514
H  -1.565  1.053  1.158
H  -1.148  -0.570  1.876
H  -1.972  -1.737  -0.249
H  -2.255  -0.080  -0.996

Results
- orbital gap (eV) = 10.15
- HOMO level (eV) = -9.065
- maximum force (Eh/bohr) = 0.020
- SMILES = C1[C@H]2N1CC21CC1

natural (NBO) population analysis, charges in e, atoms 1 to 6: -0.294, -0.094, -0.359, -0.214, -0.090, -0.417

ORCA calculation (wB97M-V/def2-TZVPD) on a molecular structure, C6H9N.

Element x y z (Å)
C  1.493  -0.672  0.950
C  0.496  -0.170  -0.052
C  0.794  0.847  -1.102
C  -0.204  1.166  -0.029
C  -1.623  0.690  -0.251
N  -1.558  -0.358  -1.162
C  -0.688  -1.095  -0.370
H  0.997  -0.908  1.898
H  2.274  0.069  1.144
H  1.970  -1.586  0.579
H  1.754  1.345  -0.989
H  0.459  0.701  -2.126
H  -0.017  1.943  0.703
H  -1.875  -0.218  1.066
H  -2.441  -0.808  -1.372
H  -1.470  -1.012  0.986

Results
- orbital gap (eV) = 8.40
- HOMO level (eV) = -8.474
- maximum force (Eh/bohr) = 0.005

natural (NBO) population analysis, charges in e, atoms 1 to 6: -0.598, -0.143, -0.396, -0.350, 0.166, -0.668

ORCA calculation (wB97M-V/def2-TZVPD) on C6H9N in the gas phase.

Element x y z (Å)
C  -1.365  2.114  -0.113
C  -0.465  1.010  0.339
C  -0.529  0.374  1.648
C  0.559  -1.953  -0.655
C  0.402  -0.609  1.462
C  1.026  -0.687  0.089
N  0.448  0.517  -0.497
H  -2.237  2.128  0.544
H  -1.682  1.986  -1.156
H  -0.855  3.081  -0.022
H  1.281  -2.308  -1.396
H  -0.396  -1.748  -1.153
H  0.380  -2.759  0.064
H  0.690  -1.381  2.179
H  2.121  -0.602  0.108
H  0.620  0.837  -1.440

Results
- orbital gap (eV) = 7.65
- HOMO level (eV) = -7.272
- maximum force (Eh/bohr) = 0.011
- SMILES = CC1=C=C[C@@H](C)N1

natural (NBO) population analysis, charges in e, atoms 1 to 6: -0.686, 0.359, -0.415, -0.605, -0.184, -0.136

ORCA calculation (wB97M-V/def2-TZVPD) on C6H9N in the gas phase.

Element x y z (Å)
C  -2.084  0.710  1.336
C  -1.014  0.114  0.476
C  0.004  0.757  -0.175
C  0.918  -0.211  -0.675
C  2.243  0.170  -1.267
C  0.396  -1.439  -0.347
N  -0.775  -1.230  0.354
H  -2.992  0.100  1.392
H  -1.706  0.854  2.356
H  -2.352  1.694  0.940
H  0.106  1.829  -0.268
H  2.731  -0.631  -1.829
H  2.927  0.482  -0.466
H  2.121  1.035  -1.928
H  0.762  -2.440  -0.531
H  -1.364  -1.954  0.731

Results
- orbital gap (eV) = 8.87
- HOMO level (eV) = -7.810
- maximum force (Eh/bohr) = 0.004
- SMILES = Cc1c[nH]c(C)c1

natural (NBO) population analysis, charges in e, atoms 1 to 6: -0.637, 0.134, -0.307, -0.092, -0.621, -0.092

ORCA calculation (wB97M-V/def2-TZVPD) on C6H9N in the gas phase.

Element x y z (Å)
C  -0.257  -1.894  2.231
C  -0.365  -0.419  1.950
C  -0.593  0.175  0.807
C  -0.796  0.955  -0.228
N  0.232  1.497  -1.037
C  0.179  1.237  -2.462
C  1.205  0.589  -1.605
H  -1.129  -2.248  2.794
H  0.625  -2.097  2.849
H  -0.178  -2.482  1.313
H  -1.800  1.288  -0.488
H  -0.241  0.245  2.808
H  0.444  2.080  -3.096
H  -0.632  0.612  -2.833
H  1.070  -0.471  -1.387
H  2.236  0.934  -1.616

Results
- orbital gap (eV) = 9.43
- HOMO level (eV) = -8.309
- maximum force (Eh/bohr) = 0.006
- SMILES = CC=C=CN1CC1

natural (NBO) population analysis, charges in e, atoms 1 to 6: -0.632, -0.236, -0.002, -0.098, -0.401, -0.252

ORCA calculation (wB97M-V/def2-TZVPD) on C6H9N in the gas phase at a distorted geometry.

Element x y z (Å)
C  -1.047  0.448  2.720
C  -0.079  -1.927  0.249
C  0.214  -0.780  -0.333
C  -0.293  0.360  0.354
C  1.120  -0.594  -1.459
C  -0.255  1.659  -0.337
N  -0.615  0.277  1.602
H  -2.077  0.574  2.917
H  0.353  -2.848  -0.119
H  -0.740  -1.887  1.123
H  1.925  0.042  -1.107
H  1.620  -1.505  -1.741
H  0.593  0.152  -2.185
H  -0.950  1.619  -1.244
H  0.691  1.955  -0.799
H  -0.462  2.454  0.359

Results
- orbital gap (alpha / beta) (eV) = 8.10 / 8.10
- HOMO level (alpha / beta) (eV) = -7.281 / -7.281
- maximum force (Eh/bohr) = 0.050

natural (NBO) population analysis, charges in e, atoms 1 to 6: -0.024, -0.383, -0.042, 0.084, -0.640, -0.640

ORCA calculation (wB97M-V/def2-TZVPD) on C6H9N in the gas phase at a distorted geometry.

Element x y z (Å)
C  2.494  -0.407  -0.031
C  1.133  -0.073  0.464
C  0.057  -0.840  0.069
C  -1.070  0.012  -0.016
C  -2.457  -0.410  -0.375
C  -0.640  1.273  0.316
N  0.710  1.209  0.600
H  3.274  0.364  0.105
H  2.878  -1.390  0.265
H  1.893  -0.477  -0.988
H  0.118  -1.902  -0.157
H  -3.164  0.415  -0.258
H  -2.779  -1.236  0.266
H  -2.514  -0.760  -1.413
H  -1.193  2.189  0.439
H  1.327  2.001  0.687

Results
- orbital gap (eV) = 8.54
- HOMO level (eV) = -7.511
- maximum force (Eh/bohr) = 0.063
- SMILES = Cc1c[nH]c(C)c1

natural (NBO) population analysis, charges in e, atoms 1 to 6: -0.671, 0.142, -0.349, -0.064, -0.625, -0.113

ORCA calculation (wB97M-V/def2-TZVPD) on C6H9N in the gas phase.

Element x y z (Å)
C  -1.418  -1.665  -2.156
C  -0.669  -0.584  -1.386
C  -0.365  1.791  0.018
C  0.461  0.959  0.798
C  1.115  1.691  1.965
C  0.598  -0.378  0.671
N  -0.065  -1.097  -0.342
H  -1.314  -2.690  -1.740
H  -2.491  -1.441  -2.194
H  -1.074  -1.704  -3.199
H  0.267  2.601  -0.408
H  2.095  1.248  2.159
H  0.488  1.603  2.861
H  1.259  2.761  1.770
H  1.244  -0.972  1.306
H  -0.100  -2.105  -0.163

Results
- orbital gap (alpha / beta) (eV) = 7.49 / 7.49
- HOMO level (alpha / beta) (eV) = -7.570 / -7.570
- maximum force (Eh/bohr) = 0.011

natural (NBO) population analysis, charges in e, atoms 1 to 6: -0.725, 0.174, -0.028, -0.186, -0.619, -0.106

ORCA calculation (wB97M-V/def2-TZVPD) on 2 unconnected molecules or ions with the total composition C6H9N at a distorted geometry.

Element x y z (Å)
C  2.127  -0.296  0.891
C  1.265  0.506  0.002
C  0.573  0.707  -1.068
C  -1.828  -1.201  -0.852
C  0.165  1.527  0.125
C  -0.938  1.160  1.013
N  -1.716  0.847  1.811
H  1.466  -0.808  1.604
H  2.692  -1.048  0.335
H  2.811  0.332  1.468
H  -0.747  -1.270  -0.724
H  0.302  0.457  -2.083
H  -2.144  -1.904  -1.624
H  -2.308  -1.425  0.102
H  -2.098  -0.180  -1.144
H  0.376  2.596  0.142

Results
- orbital gap (eV) = 10.97
- HOMO level (eV) = -10.098
- maximum force (Eh/bohr) = 0.021
- SMILES = CC1=C[C@H]1C#N.C

natural (NBO) population analysis, charges in e, atoms 1 to 6: -0.660, 0.089, -0.159, -0.856, -0.376, 0.271

ORCA calculation (wB97M-V/def2-TZVPD) on C6H9N in the gas phase.

Element x y z (Å)
C  -0.381  1.508  0.401
C  -0.517  0.125  -0.201
C  0.554  -0.220  -1.223
C  1.725  -0.600  -0.439
C  2.613  -0.850  0.331
C  -1.013  -1.009  0.603
N  -1.847  -0.409  -0.448
H  0.677  1.775  0.498
H  -0.834  1.550  1.397
H  -0.871  2.258  -0.235
H  0.787  0.629  -1.874
H  0.220  -1.039  -1.866
H  3.353  -1.065  1.053
H  -0.672  -2.022  0.378
H  -1.254  -0.834  1.650
H  -2.538  0.202  -0.025

Results
- orbital gap (eV) = 10.56
- HOMO level (eV) = -9.534
- maximum force (Eh/bohr) = 0.012
- SMILES = C#CC[C@]1(C)CN1

natural (NBO) population analysis, charges in e, atoms 1 to 6: -0.622, 0.090, -0.492, 0.022, -0.268, -0.257

ORCA calculation (wB97M-V/def2-TZVPD) on C6H9N in the gas phase.

Element x y z (Å)
C  -0.380  -1.212  1.955
C  -0.284  -0.856  0.478
C  -0.922  0.401  -0.002
C  -0.094  1.020  -0.970
C  -0.225  1.947  -1.977
C  1.186  0.382  -0.763
N  1.116  -0.637  0.042
H  0.114  -0.463  2.580
H  -1.438  -1.245  2.233
H  0.045  -2.204  2.156
H  -1.984  0.577  0.113
H  -0.595  -1.750  -0.101
H  0.635  2.270  -2.556
H  -1.195  2.351  -2.241
H  2.128  0.654  -1.236
H  1.892  -1.234  0.289

Results
- orbital gap (alpha / beta) (eV) = 6.17 / 6.31
- HOMO level (alpha / beta) (eV) = -5.894 / -5.898
- maximum force (Eh/bohr) = 0.018

natural (NBO) population analysis, charges in e, atoms 1 to 6: -0.613, -0.070, -0.414, -0.137, -0.551, 0.215

ORCA calculation (wB97M-V/def2-TZVPD) on C6H9N in the gas phase.

Element x y z (Å)
C  -2.431  -0.178  -0.288
C  -1.009  -0.047  0.146
C  -0.142  0.966  0.127
C  1.189  0.435  0.607
C  0.944  -0.999  1.055
C  2.215  0.260  -0.536
N  -0.314  -1.184  0.679
H  -3.024  -0.727  0.454
H  -2.883  0.807  -0.425
H  -2.503  -0.721  -1.239
H  -0.358  1.977  -0.199
H  1.634  1.046  1.403
H  1.882  -0.523  -1.228
H  2.333  1.186  -1.103
H  3.183  -0.048  -0.134
H  -0.772  -2.081  0.773

Results
- orbital gap (eV) = 9.20
- HOMO level (eV) = -8.273
- maximum force (Eh/bohr) = 0.010

natural (NBO) population analysis, charges in e, atoms 1 to 6: -0.652, 0.136, -0.233, -0.383, 0.119, -0.580

ORCA calculation (wB97M-V/def2-TZVPD) on C6H9N in the gas phase at a distorted geometry.

Element x y z (Å)
C  0.089  1.073  0.017
C  -1.502  -0.586  -0.567
C  0.242  -0.317  -0.245
N  -2.291  -0.593  0.610
C  1.091  -1.306  -0.169
C  1.751  1.663  0.260
C  2.959  1.597  0.345
H  -2.558  0.323  0.944
H  -2.764  -1.464  0.810
H  -0.357  1.312  0.980
H  -0.234  1.680  -0.827
H  -1.878  0.094  -1.341
H  -1.446  -1.579  -1.008
H  0.779  -2.324  -0.357
H  2.103  -1.132  0.159
H  4.015  1.560  0.390

Results
- orbital gap (eV) = 9.52
- HOMO level (eV) = -8.624
- maximum force (Eh/bohr) = 0.140
- SMILES = C#CCC(=C)CN

natural (NBO) population analysis, charges in e, atoms 1 to 6: -0.420, -0.222, 0.018, -0.882, -0.408, -0.044